ORCA calculation (ωB97M-V/def2-TZVPD) on C5H6 in the gas phase at a distorted geometry.

## Properties
Charge: 0
Total energy (hartree): -193.9433
LUMO energy (Eh): 0.0424
Maximum force (eV Å⁻¹): 3.8
2S+1: 1

Each line ends with the Mulliken charge.
Cartesian coordinates (Å):
C (-0.10011, 1.14295, 2.27697)  0.2251
C (-0.17960, 0.84837, 1.11629)  -0.5589
C (-0.25005, 0.63108, -0.29112)  -0.2440
C (0.78304, -0.11314, -0.99457)  -0.4569
C (-0.36235, -1.00692, -0.75157)  -0.7011
H (-0.03493, 1.42740, 3.31005)  0.4303
H (-1.31085, 0.33273, -0.68408)  0.2218
H (0.97736, 0.12820, -2.02027)  0.2206
H (1.64726, -0.31388, -0.39128)  0.2784
H (-0.88777, -1.38016, -1.63301)  0.2988
H (-0.28200, -1.69662, 0.06257)  0.2859

ORCA calculation (ωB97M-V/def2-TZVPD) on C5H6 in the gas phase at a distorted geometry.

## Properties
Charge: 0
Total energy (hartree): -193.9989
LUMO energy (Eh): 0.0452
Maximum force (eV Å⁻¹): 3.5
2S+1: 1

Each line ends with the Mulliken charge.
Cartesian coordinates (Å):
C (-1.22485, -2.20222, 0.00989)  0.3767
C (-0.39075, -1.36920, 0.26644)  -0.8027
C (0.52593, -0.18245, 0.45530)  -0.2100
C (0.68065, 0.66133, -0.78183)  -0.6339
C (-0.08105, 1.33175, 0.42324)  -0.5882
H (-1.93171, -2.96037, -0.13413)  0.4041
H (1.39580, -0.29013, 1.09025)  0.3483
H (1.62038, 1.09197, -1.08306)  0.2507
H (0.05165, 0.45686, -1.56701)  0.2986
H (-1.14860, 1.33583, 0.39493)  0.3023
H (0.50254, 2.12664, 0.92598)  0.2541

ORCA calculation (ωB97M-V/def2-TZVPD) on C5H6 in the gas phase at a distorted geometry.

## Properties
Charge: 0
Total energy (hartree): -193.9215
LUMO energy (Eh): 0.0249
Maximum force (eV Å⁻¹): 7.9
2S+1: 1

Each line ends with the Mulliken charge.
Cartesian coordinates (Å):
C (-2.39079, 0.16543, -0.25024)  -0.4115
C (-1.34945, -0.54229, 0.11509)  -0.3348
C (0.01113, -0.48386, 0.40073)  0.2087
C (1.20859, -0.61518, -0.45070)  -0.6926
C (0.87184, 0.75860, -0.00102)  -0.4290
H (-3.46404, 0.05815, -0.24126)  0.3099
H (0.29574, -0.42572, 1.63198)  0.2224
H (2.06649, -1.10216, -0.16416)  0.3086
H (0.81946, -0.57654, -1.39289)  0.3300
H (0.57700, 1.71931, -0.62697)  0.2546
H (1.35403, 1.04425, 0.97945)  0.2337

ORCA calculation (ωB97M-V/def2-TZVPD) on a molecular structure, C5H68BrIO31Si.

## Properties
Charge: 0
Total energy (hartree): -5725.0147
LUMO energy (Eh): -0.0079
Maximum force (eV Å⁻¹): 0.7
2S+1: 1

Each line ends with the Mulliken charge.
Cartesian coordinates (Å):
C (1.56188, 2.08170, 1.37851)  0.2102
C (1.25969, 0.92266, 1.50124)  -0.6308
Si (0.87242, -0.84585, 1.22754)  0.5551
O (0.88951, -1.17294, -0.39442)  -0.4091
Br (2.58396, -2.03487, 2.09249)  -0.3961
C (-0.72093, -1.33908, 2.05684)  -0.5115
I (-1.11739, -3.40552, 1.59379)  0.0302
C (-1.89896, -0.41589, 1.74952)  -0.3930
C (-2.13666, -0.13075, 0.27596)  -0.2859
H (1.67205, 3.13817, 1.36493)  0.4910
H (1.10781, -2.10954, -0.50052)  0.2330
H (-0.55125, -1.33526, 3.13240)  0.5290
H (-2.78765, -0.88039, 2.17243)  0.1597
H (-1.72534, 0.52424, 2.27907)  0.2988
H (-2.34033, -1.02475, -0.30049)  0.0359
H (-3.03487, 0.47848, 0.19606)  0.4909
H (-1.34633, 0.45715, -0.18688)  -0.2859
O (4.30560, -1.28189, 4.95708)  -0.5960
H (3.54923, -1.59633, 4.44502)  0.2326
H (4.17606, -0.33181, 5.03061)  0.2776
O (-4.26699, -1.29652, 3.60865)  -0.6203
H (-4.70084, -0.51436, 3.97639)  0.3271
H (-4.98576, -1.91284, 3.42217)  0.2645
O (-1.30057, 2.99220, -0.70152)  -0.5920
H (-1.16168, 2.69213, -1.60876)  0.2663
H (-0.41534, 3.02776, -0.32786)  0.2790
O (-0.10513, 1.02351, -2.82042)  -0.4795
H (0.80127, 1.17197, -3.10601)  0.2401
H (-0.01882, 0.63944, -1.93806)  0.3201
O (2.42641, 0.39120, -4.16898)  -0.6725
H (1.53283, 0.03658, -4.26758)  0.3421
H (2.98009, -0.29752, -4.56333)  0.2975
O (0.78528, 3.91328, -3.52939)  -0.6207
H (-0.11549, 3.56332, -3.60651)  0.3145
H (1.34146, 3.22198, -3.90892)  0.2779
O (6.38549, -2.76113, 6.30236)  -0.6893
H (7.01824, -2.42212, 5.66145)  0.2884
H (5.52849, -2.44529, 5.97711)  0.3654
O (8.56197, -3.87361, 8.40985)  -0.6495
H (9.21705, -3.54890, 7.77679)  0.3577
H (7.72024, -3.55290, 8.07036)  0.2899
O (6.33376, -5.72091, 6.56326)  -0.6512
H (6.87051, -5.72862, 7.36279)  0.3275
H (6.40706, -4.80968, 6.24511)  0.3955
O (-0.08530, 4.36730, -6.41053)  -0.6478
H (0.49537, 4.42333, -5.64060)  0.3507
H (-0.09972, 5.25712, -6.77895)  0.2829
O (10.67284, -3.37210, 6.39582)  -0.6418
H (10.84473, -3.67175, 5.49438)  0.3234
H (11.53970, -3.38224, 6.81483)  0.3020
O (-4.60979, -2.00280, -0.68160)  -0.4981
H (-5.48430, -2.39873, -0.74920)  0.2711
H (-4.03430, -2.65809, -1.10171)  0.3000
O (-4.60980, 0.87900, 5.62958)  -0.6620
H (-3.70715, 1.15932, 5.44545)  0.3265
H (-4.55443, 0.43872, 6.48372)  0.3276
O (-6.51238, -2.29477, 2.01775)  -0.6554
H (-5.88528, -1.83433, 1.44027)  0.3189
H (-7.37890, -2.06452, 1.66875)  0.2989
O (11.48410, -0.52667, 5.76954)  -0.6136
H (11.19132, 0.32698, 6.10133)  0.3057
H (10.68126, -1.04843, 5.66880)  0.3074
O (3.05881, -1.06730, -6.55103)  -0.6149
H (2.55797, -0.29065, -6.82444)  0.3227
H (3.58157, -1.29836, -7.32499)  0.2945
O (-2.09161, 3.71591, -4.41262)  -0.5856
H (-1.59725, 4.09599, -5.15715)  0.2937
H (-3.00810, 3.95263, -4.58845)  0.2894
O (-1.71758, 6.78365, -3.32033)  -0.6290
H (-1.19249, 6.03795, -3.62811)  0.3112
H (-1.92378, 6.56714, -2.40145)  0.3332
O (3.83360, 0.79457, -1.26538)  -0.5721
H (3.48784, 1.61758, -0.90731)  0.2634
H (3.06019, 0.22654, -1.35597)  0.2388
O (-1.98129, 7.40732, -0.31300)  -0.6030
H (-2.54902, 7.64534, 0.42588)  0.2964
H (-1.33318, 8.11730, -0.36052)  0.3093
O (-5.57782, -4.65681, 0.22332)  -0.5400
H (-4.67353, -4.63121, 0.56040)  0.2698
H (-6.12928, -4.56438, 1.00914)  0.2524
O (-1.41988, 1.56898, -6.52301)  -0.6320
H (-1.98153, 1.80567, -5.77587)  0.3400
H (-0.77645, 2.28476, -6.54869)  0.3035
O (-2.62782, 8.59888, -5.63747)  -0.6473
H (-1.78043, 8.82919, -6.02814)  0.2942
H (-2.40335, 8.22894, -4.77303)  0.3577
O (-4.92925, 10.58144, -5.15195)  -0.6412
H (-5.79968, 10.17393, -5.14428)  0.3090
H (-4.36036, 9.93660, -5.59418)  0.3331
O (-7.65676, -5.32953, -2.07507)  -0.6505
H (-7.03744, -5.28480, -1.33851)  0.3002
H (-7.69419, -4.42812, -2.42370)  0.3508
O (-9.10028, -3.06586, -3.21273)  -0.6551
H (-9.44033, -2.24243, -2.85044)  0.3135
H (-9.86310, -3.65765, -3.21307)  0.3452
O (-11.20812, -4.22490, -1.61718)  -0.6335
H (-10.31057, -4.21863, -1.26117)  0.3261
H (-11.77488, -4.16936, -0.84209)  0.3032
O (11.24042, -5.92237, 5.01605)  -0.6207
H (11.71306, -6.71939, 4.75885)  0.3007
H (10.84484, -6.13346, 5.86900)  0.3245
O (6.84288, 0.60682, -1.33254)  -0.6149
H (5.88670, 0.68463, -1.45063)  0.3592
H (7.21646, 1.28002, -1.90775)  0.3038
O (-3.38443, -4.56525, -1.58055)  -0.5978
H (-4.27013, -4.95051, -1.59177)  0.3226
H (-2.83651, -5.20473, -2.04579)  0.2652